(1)
79
Properties=species:S:1:pos:R:3:forces:R:3:mulliken_charge:R:1 method="wB97M-V/def2-TZVPD" homo_lumo_gap_ev="5.38 / 5.37" total_charge=+4 homo_energy_ev="-21.92 / -21.92" e_above_lowest_kcal_mol=86.0 e_tot_ev=-74933.109
Ti -0.010371 0.149903 0.121537 -1.2 -2.6 2.6 -2.68
C 0.828327 -0.113169 -1.872241 3.6 -0.1 -6.9 0.39
O 1.354791 -0.149770 -2.930451 -3.3 0.2 6.6 -0.18
C 0.648633 1.915728 0.210488 3.2 9.3 0.6 0.62
O 1.040678 3.001451 0.257701 -1.2 -3.8 -0.8 -0.13
P -2.075179 0.821538 -1.199626 -2.4 0.0 -1.3 0.72
C -3.367436 1.555675 -0.052348 0.5 0.2 0.6 1.14
H -4.159353 1.918897 -0.725065 0.4 -0.3 0.0 0.84
C -1.868025 2.075216 -2.540740 1.1 0.7 -0.1 1.21
H -1.055959 2.698082 -2.120882 -0.3 0.2 -0.4 0.38
C -2.994002 -0.579093 -1.994002 0.3 -0.8 0.3 0.52
H -3.205558 -1.246691 -1.138711 0.0 0.1 -0.3 0.59
C 2.424506 -2.681786 0.401735 -0.8 -0.4 -0.5 0.87
P 2.144809 -0.921130 0.932270 1.6 -1.5 0.4 0.47
H 3.246326 -1.176473 3.034012 -0.1 -0.1 -0.5 1.05
H 1.530275 -3.201988 0.789596 0.3 0.1 -0.1 0.52
C 3.745562 -0.087396 0.538409 0.3 0.9 -0.5 0.66
H 4.467114 -0.913955 0.670649 -0.3 0.1 0.0 0.53
C -1.378136 1.495384 -3.874491 0.5 0.1 -0.4 -1.66
H -2.214740 1.269018 -4.553660 0.3 -0.1 0.4 0.37
H -0.711125 0.634975 -3.785110 -0.4 0.1 -0.1 0.31
H -0.764668 2.257329 -4.370319 -0.3 0.0 0.0 0.48
C -3.120637 2.937816 -2.769231 -0.4 0.2 0.3 -1.62
H -3.084719 3.353813 -3.784003 0.2 -0.1 0.2 0.45
H -3.165379 3.782519 -2.072328 -0.1 -0.2 -0.2 0.38
H -4.053499 2.359141 -2.711290 0.4 0.3 -0.1 0.36
C -4.329841 -0.183411 -2.641663 -0.3 0.1 -0.1 -1.72
H -5.006768 0.370387 -1.977481 0.2 -0.1 -0.2 0.40
H -4.853208 -1.111713 -2.907612 0.2 0.1 0.1 0.49
H -4.193304 0.364535 -3.585388 0.0 -0.1 0.4 0.34
C -2.113602 -1.340080 -2.997128 -0.2 -0.5 -0.2 -1.27
H -2.418288 -2.393779 -3.008445 0.1 0.2 0.0 0.43
H -1.043291 -1.322211 -2.750420 -0.2 -0.1 -0.1 0.26
H -2.244724 -0.954112 -4.016642 0.2 -0.2 0.4 0.41
C -3.963357 0.514786 0.908524 -0.3 0.2 -0.3 -1.56
H -4.846144 0.034688 0.458445 0.4 -0.1 0.3 0.30
H -4.289869 0.994178 1.846510 0.0 -0.1 -0.3 0.49
H -3.226223 -0.273557 1.150316 -0.4 -0.1 0.1 0.54
C -2.807973 2.767123 0.690498 0.0 0.2 0.2 -2.39
H -2.065741 2.430773 1.424741 -0.2 0.2 0.0 0.46
H -3.628355 3.264325 1.233840 0.3 0.0 -0.2 0.54
H -2.323162 3.504781 0.032919 -0.2 -0.2 0.2 0.37
C 3.680301 -3.348258 0.993964 0.3 0.0 0.2 -1.72
H 3.949693 -3.017986 2.005529 0.0 -0.1 -0.3 0.44
H 4.549980 -3.223997 0.333043 -0.2 0.1 0.2 0.46
H 3.492997 -4.430166 1.050081 0.0 0.3 0.0 0.44
C 2.427959 -2.818909 -1.123850 0.2 -0.2 -0.1 -1.33
H 3.267913 -2.276523 -1.578194 -0.2 -0.3 0.1 0.27
C 1.671873 0.144750 3.496623 0.5 0.6 0.8 -1.27
H 1.497282 -2.470365 -1.584751 0.0 -0.2 0.0 0.21
H 2.544312 -3.879583 -1.385230 -0.1 0.3 0.0 0.52
C 1.408353 -2.345255 3.294210 0.3 -0.1 0.0 -1.61
H 0.620307 0.005967 3.752217 0.0 0.0 0.0 0.05
H 2.167926 0.349394 4.452349 0.2 -0.4 -0.1 0.31
H 1.779483 1.063496 2.908945 0.4 -0.5 0.5 0.24
C 2.172599 -1.100310 2.800394 -0.6 0.3 0.6 0.43
H 1.087422 -2.207492 4.338934 0.2 0.0 -0.3 0.43
H 2.058330 -3.230405 3.285551 -0.5 0.1 -0.2 0.34
H 0.510942 -2.520238 2.678586 0.2 -0.2 0.2 0.34
C 4.114021 1.076449 1.467302 0.0 -0.1 0.1 -1.38
H 3.403897 1.914106 1.373533 0.3 -0.2 0.1 0.28
H 5.097960 1.449709 1.151720 -0.2 -0.1 0.1 0.50
H 4.202872 0.768952 2.514839 0.0 0.2 -0.2 0.38
C 3.804350 0.400618 -0.913161 0.2 -0.1 -0.3 -1.42
H 3.451113 -0.318087 -1.655200 0.2 0.1 0.2 0.23
H 4.854302 0.601289 -1.163837 -0.3 0.1 0.0 0.51
H 3.250476 1.339269 -1.057952 0.1 -0.1 0.1 0.29
H -0.752294 -0.354537 1.835929 -3.2 -0.3 -1.8 -0.81
H -1.633520 -0.445855 1.172472 2.7 -0.1 2.0 0.62
N -2.032572 0.593370 4.149770 0.4 0.3 -0.3 0.02
C -1.225737 1.907517 4.258593 0.4 0.4 -0.5 -0.62
C -0.267088 2.330280 3.063969 0.7 3.6 1.6 0.62
O 0.236131 3.459391 3.141121 -1.7 -3.9 -0.6 -0.42
O 0.001744 1.426571 2.125886 -1.2 -1.8 -2.9 0.36
H -2.649298 0.512694 3.322229 0.0 0.6 0.5 -0.07
H -2.613383 0.520403 5.001608 0.1 -0.1 -0.2 0.48
H -1.434617 -0.241067 4.093131 0.0 0.2 0.5 0.33
H -1.956195 2.731822 4.367677 0.4 -0.5 0.1 0.45
H -0.584121 1.835541 5.164958 -0.6 0.0 -0.5 0.41

---

(2)
85
Properties=species:S:1:pos:R:3:forces:R:3:mulliken_spin:R:1 method="wB97M-V/def2-TZVPD" homo_lumo_gap_ev="8.44 / 1.96" spin_multiplicity=2 total_charge=+1 homo_energy_ev="-11.51 / -11.49" e_tot_ev=-730180.744
Br -13.724199 28.095917 -2.861511 0.7 0.6 0.3 0.35
C -12.767301 26.712979 -1.887703 -0.2 -1.2 -0.2 -0.02
C -13.683501 26.098706 -0.862166 -0.1 -0.2 1.0 0.00
Br -12.756426 24.590935 -0.036693 0.1 0.1 -0.2 0.00
H -11.824423 27.079671 -1.481956 -0.3 0.3 0.0 0.02
H -12.494580 25.969763 -2.636931 -0.1 0.1 -0.1 0.01
H -14.621627 25.682970 -1.229815 0.3 0.2 -0.4 0.00
H -13.912317 26.749114 -0.017936 0.0 0.2 -0.3 0.00
Br -9.778515 34.272061 -0.866705 -0.8 -1.1 0.3 0.00
C -10.645895 32.583691 -0.331805 0.3 -1.7 -0.1 0.01
C -10.240116 31.454606 -1.373559 -0.3 2.4 0.8 -0.02
Br -10.902596 29.677539 -0.882998 0.0 0.5 -0.3 0.53
H -11.720764 32.627330 -0.156092 0.0 0.6 -0.7 0.00
H -10.279854 32.257814 0.641809 0.5 0.4 0.0 0.00
H -9.150696 31.456695 -1.409072 0.1 -0.7 -0.1 0.03
H -10.616281 31.690262 -2.369081 -0.1 -0.4 -0.1 0.01
Br -6.920469 29.953087 -0.610783 0.7 -0.1 -0.9 0.04
C -5.638450 29.981999 -2.171922 -0.2 -0.4 -0.7 0.00
C -5.725800 28.687003 -3.018290 0.3 0.8 0.7 0.00
Br -4.429917 28.948270 -4.484628 -0.4 -0.2 0.5 0.00
H -4.619891 30.124227 -1.810809 -0.3 -0.2 0.5 0.00
H -5.853281 30.863974 -2.775293 -0.4 -0.1 0.2 0.00
H -6.695194 28.516984 -3.486755 0.2 0.2 0.2 0.00
H -5.437618 27.843994 -2.390287 0.1 -0.1 -0.4 0.00
Br -7.077425 37.835276 -5.179653 -0.4 -1.4 0.2 0.00
C -7.176941 35.844604 -4.938708 1.3 -0.2 0.1 0.00
C -7.376265 35.424754 -3.487208 -0.6 -0.1 -0.6 0.00
Br -6.847240 33.501640 -3.320547 -0.2 0.7 -0.1 0.00
H -6.197932 35.462420 -5.227825 0.1 0.4 -0.2 0.00
H -7.882534 35.357000 -5.611376 -0.2 0.6 0.1 0.00
H -8.446703 35.442857 -3.282450 0.2 0.0 0.5 0.00
H -6.781481 35.991250 -2.770680 -0.1 -0.2 -0.2 0.00
Br -10.704466 25.737560 -5.024075 0.6 0.7 0.0 0.00
C -9.370053 27.215031 -5.088779 0.2 0.2 0.9 0.00
C -9.961001 28.474412 -4.440698 0.1 0.2 -1.2 0.00
Br -8.606178 29.998002 -4.631938 -1.2 -1.0 0.2 0.00
H -9.064520 27.351736 -6.126110 -0.4 0.1 0.1 0.00
H -8.484713 26.909600 -4.531117 -0.2 -0.4 0.0 0.00
H -10.278512 28.407467 -3.400124 0.6 -0.2 -0.1 0.00
H -10.852713 28.744289 -5.006477 0.2 0.5 -0.1 0.00
C -8.208072 31.685336 2.647750 0.6 0.0 -0.6 0.00
C -7.332182 30.521015 2.977710 -0.2 -0.4 1.5 0.00
O -7.593922 30.179920 4.356911 0.1 -0.3 -0.7 0.00
C -7.109138 28.872996 4.635287 -0.3 -0.1 0.1 0.00
C -7.383665 28.480316 6.082814 0.3 1.5 0.7 0.00
H -9.256980 31.436200 2.487090 0.0 -0.1 0.3 0.00
H -8.094902 32.420137 3.444846 -0.2 0.2 -0.3 0.00
H -7.772555 32.003606 1.700587 -0.3 0.8 -0.1 0.00
H -7.459439 29.690912 2.282842 -0.5 -0.5 0.2 0.00
H -6.270020 30.740630 2.869619 0.2 0.4 0.1 0.00
H -7.694467 28.202599 4.005953 0.1 -0.4 -0.2 0.00
H -6.077136 28.835534 4.286460 0.3 -0.3 0.4 0.00
H -8.451910 28.602141 6.261998 -0.2 -1.1 -0.1 0.00
H -7.056058 29.207680 6.825586 0.6 0.7 -0.4 0.00
H -6.874818 27.609027 6.495170 -0.6 -0.6 -0.7 0.00
C -9.928091 33.682467 -6.619714 -0.4 -0.5 1.3 0.00
C -11.124918 32.807754 -6.138329 0.3 1.6 -1.4 0.00
O -11.826738 33.470280 -5.096665 1.7 -0.2 0.5 0.02
C -12.933964 32.777062 -4.622853 -0.9 -0.7 -1.6 0.01
C -13.301715 33.165388 -3.254522 -0.4 1.7 0.8 0.00
H -9.351014 33.877482 -5.715799 0.4 -0.1 -0.1 0.00
H -9.317458 33.128497 -7.332701 0.0 0.0 0.0 0.00
H -10.183393 34.663100 -7.021296 -0.4 -0.2 -0.1 0.00
H -11.781728 32.765089 -7.007169 -0.4 -0.6 -0.1 0.00
H -10.770309 31.812619 -5.869894 -0.1 -0.1 0.3 0.00
H -13.703193 32.971014 -5.370362 -0.8 0.1 0.2 0.00
H -12.860455 31.690139 -4.658675 0.8 -0.4 -0.1 0.00
H -14.278659 32.799719 -2.938356 0.3 -0.6 0.1 0.00
H -13.443682 34.245161 -3.209317 0.1 0.2 -0.1 0.00
H -12.480071 32.989898 -2.560109 -0.2 -0.4 0.2 0.00
C -11.164760 31.242422 6.055210 1.8 -1.9 0.6 0.00
C -11.815990 32.362032 5.370014 -0.5 0.5 -1.2 0.00
O -11.678237 32.224208 3.931399 -0.4 -0.2 0.4 0.00
C -12.442903 33.182466 3.213285 0.3 0.6 0.6 0.00
C -11.645401 34.483755 3.046914 -0.1 -0.6 0.3 0.00
H -10.984403 31.410715 7.116934 -0.4 0.2 0.1 0.00
H -11.620216 30.258803 5.940510 -0.8 0.2 0.1 0.00
H -10.175686 30.974909 5.683356 0.4 0.7 -0.3 0.00
H -12.869277 32.322914 5.647794 -0.3 0.4 -0.2 0.00
H -11.404952 33.330016 5.656632 0.0 0.0 0.2 0.00
H -12.679802 32.780407 2.228237 0.1 -0.2 0.0 0.00
H -13.386987 33.349510 3.731835 -0.2 0.1 0.0 0.00
H -11.368289 34.932526 4.000809 -0.2 -0.1 0.1 0.00
H -12.198939 35.230053 2.477055 0.2 -0.1 -0.2 0.00
H -10.708311 34.164804 2.590592 0.1 0.5 -0.4 0.00

---

(3)
84
Properties=species:S:1:pos:R:3:forces:R:3:mulliken_spin:R:1 method="wB97M-V/def2-TZVPD" homo_lumo_gap_ev="7.93 / 7.37" spin_multiplicity=2 total_charge=+2 homo_energy_ev="-12.27 / -11.87" e_above_lowest_kcal_mol=24.1 e_tot_ev=-99646.210
W 0.097440 0.677196 -0.117577 0.1 0.3 0.2 0.92
C -2.976191 1.897968 -3.242283 0.0 0.0 0.0 0.00
C -2.605555 0.993171 -2.076869 0.0 0.0 0.0 0.00
C -2.630945 -0.465477 -2.511539 0.1 0.0 0.0 0.00
C -3.557200 1.191228 -0.910910 0.0 0.0 0.0 -0.01
O -1.234940 1.312952 -1.687876 -0.1 -0.2 0.0 0.00
Ge -0.270349 2.960375 -1.934175 0.0 0.1 -0.1 0.02
O -0.023683 2.818675 0.024464 -0.1 -0.2 0.0 0.02
C -0.755732 3.528085 1.043316 0.0 0.0 0.0 0.03
C -1.737717 4.509852 0.415623 0.0 0.0 0.0 0.00
C 0.254281 4.309133 1.870460 0.0 0.0 0.0 0.00
C -1.534636 2.461373 1.811391 0.0 0.0 0.0 -0.04
O 1.138712 1.649772 -1.720179 0.1 0.0 0.0 -0.03
C 2.566798 2.011787 -1.740045 0.0 0.0 0.0 -0.01
C 3.217326 1.097513 -2.767038 0.0 0.0 0.0 0.00
C 2.707351 3.465825 -2.165231 0.0 0.0 0.0 0.00
C 3.174880 1.809098 -0.362087 0.0 0.0 0.0 0.02
H -3.963235 1.632824 -3.620624 0.0 0.0 0.0 0.00
H -2.261118 1.794438 -4.060512 0.0 0.0 0.0 0.00
H -3.012427 2.945795 -2.937116 0.0 0.0 0.0 0.00
H -3.625971 -0.743987 -2.856098 0.0 0.0 0.0 0.00
H -2.389614 -1.115200 -1.664119 0.0 0.0 0.0 0.00
H -1.931753 -0.633141 -3.334245 0.0 0.0 0.0 0.00
H -4.567536 0.908445 -1.206645 0.0 0.0 0.0 0.00
H -3.587737 2.234602 -0.599054 0.0 0.0 0.0 0.00
H -3.264878 0.565768 -0.064752 0.0 0.0 0.0 0.00
H -1.206318 5.276183 -0.150066 0.0 0.0 0.0 0.00
H -2.312595 5.015200 1.192712 0.0 0.0 0.0 0.00
H -2.445714 4.008313 -0.247127 0.0 0.0 0.0 0.00
H 0.736893 5.055491 1.238816 0.0 0.0 0.0 0.00
H 1.029216 3.666580 2.278527 0.0 0.0 0.0 0.00
H -0.238754 4.832416 2.690608 0.0 0.0 0.0 0.00
H -2.420177 2.219302 1.228215 0.0 0.0 0.0 -0.01
H -1.870883 2.850113 2.770208 0.0 0.0 0.0 0.00
H -1.535336 0.473985 1.989585 0.0 0.0 0.0 0.01
H 2.748073 1.220867 -3.743975 0.0 0.0 0.0 0.00
H 3.137235 0.050786 -2.463324 0.0 0.0 0.0 0.00
H 4.278323 1.325946 -2.867277 0.0 0.0 0.0 0.00
H 2.270352 3.639821 -3.150508 0.0 0.0 0.0 0.00
H 3.763381 3.728861 -2.224136 0.0 0.0 0.0 0.00
H 2.244380 4.139048 -1.439249 0.0 0.0 0.0 0.00
H 3.109905 0.764678 -0.046102 0.0 0.0 0.0 0.00
H 2.681181 2.439495 0.379144 0.0 0.0 0.0 0.00
H 4.231294 2.079571 -0.387231 0.0 0.0 0.0 0.00
N 0.467249 -0.932077 -1.627705 0.0 0.0 0.0 0.00
C 1.369090 -1.972240 -1.102706 0.0 0.0 0.0 0.02
C 1.338035 -3.297626 -1.854442 0.0 0.0 0.0 0.00
C -0.008371 -4.051144 -1.799321 0.0 0.0 0.0 0.00
C 0.142826 -5.518171 -1.396218 0.0 0.0 0.0 0.00
N 0.639152 -5.606240 -0.024336 0.1 0.1 0.1 0.00
C 0.048326 -6.220554 0.990901 0.0 -0.1 -0.1 0.00
N -0.756443 -7.266296 0.783647 0.0 0.0 0.1 0.00
N 0.270215 -5.773330 2.226911 0.0 0.0 0.0 0.00
C 1.046300 -2.091377 0.385568 0.0 -0.1 0.0 -0.02
O 1.332071 -3.074855 1.039963 0.0 0.0 0.0 0.00
O 0.457089 -1.037457 0.882829 -0.1 0.0 -0.1 0.00
H -0.420947 -1.335772 -1.918642 0.0 0.0 0.0 -0.03
H 0.853939 -0.455263 -2.439157 0.0 0.0 0.0 0.02
H 2.384150 -1.567578 -1.145480 0.0 0.0 0.0 0.00
H 2.147919 -3.915028 -1.459505 0.0 0.0 0.0 0.00
H 1.615170 -3.102648 -2.892050 0.0 0.0 0.0 0.00
H -0.496833 -4.030386 -2.774591 0.0 0.0 0.0 0.00
H -0.701379 -3.572756 -1.097473 0.0 0.0 0.0 0.00
H 0.833788 -6.024373 -2.071954 0.0 0.0 0.0 0.00
H -0.822629 -6.019611 -1.458515 0.0 0.0 0.0 0.00
H 1.284567 -4.871457 0.254026 -0.1 0.1 0.0 0.00
H -0.680042 -7.804497 -0.062488 0.0 0.0 0.0 0.00
H -1.281083 -7.668175 1.542127 0.0 0.0 0.0 0.00
H 0.707178 -4.870677 2.351405 0.0 0.0 0.0 0.00
H 0.085232 -6.345547 3.032618 0.0 0.0 0.0 0.00
C 1.496755 0.995188 3.008062 0.0 0.0 0.0 0.07
C -0.008568 0.936988 3.263769 0.0 0.0 0.0 -0.04
C -0.409440 -0.446991 3.784190 0.0 0.0 0.0 0.00
C -0.369451 1.948594 4.349628 0.0 0.0 0.0 0.00
N -0.796932 1.173323 1.960511 0.0 0.0 -0.1 0.08
H 2.020723 0.587897 3.873510 0.0 0.0 0.0 0.00
H 1.856863 2.012675 2.870464 0.0 0.0 0.0 0.00
H 1.796393 0.397153 2.147550 0.0 0.0 0.0 -0.02
H 0.099492 -0.636727 4.728566 0.0 0.0 0.0 0.00
H -0.146633 -1.236382 3.087279 0.0 0.0 0.0 0.00
H -1.484473 -0.481840 3.982727 0.0 0.0 0.0 0.00
H 0.198148 1.693485 5.244450 0.0 0.0 0.0 0.00
H -1.426850 1.906523 4.615083 0.0 0.0 0.0 0.00
H -0.106664 2.970541 4.083704 0.0 0.0 0.0 0.00